Record 1
The following is a DFT calculation (ωB97M-V with the def2-TZVPD basis set) of C27H28N2SiYb as an isolated structure at a distorted geometry.

Calculated values
net charge = +1
Kohn-Sham gap (spin up / spin down) = 5.267 / 6.778 eV
max |F| = 4.8 eV/Å
<S²> = 0.76
energy above the lowest of the compared OMol25 structures with the same formula, charge and spin = 0.0 kcal/mol
multiplicity = 2
E_HOMO (spin up / spin down) = -0.315 / -0.373 Eh

Atoms and positions in Å:
1 C 0.715 2.971 1.408
2 C -0.246 2.926 0.363
3 C -1.532 2.793 0.947
4 H -0.047 3.063 -0.708
5 C -1.378 2.749 2.360
6 C 0.022 2.867 2.652
7 H 0.459 2.999 3.649
8 H 1.789 3.158 1.294
9 H -2.488 2.804 0.405
10 H -2.195 2.766 3.091
11 Yb -0.292 0.852 1.505
12 C -1.824 -2.527 -3.849
13 H -2.559 -2.527 -3.045
14 H -2.173 -1.891 -4.670
15 H -0.859 -2.134 -3.483
16 Si -0.735 -0.608 -2.067
17 C 1.087 -0.222 -2.271
18 C 1.835 0.974 -2.145
19 H 1.398 1.841 -1.645
20 C 3.135 1.056 -2.674
21 H 3.695 1.995 -2.624
22 C 3.722 -0.055 -3.291
23 H 4.720 0.010 -3.724
24 C 3.030 -1.269 -3.345
25 H 3.477 -2.150 -3.810
26 C 1.740 -1.358 -2.819
27 H 1.203 -2.308 -2.841
28 C -1.743 0.884 -2.537
29 C -1.332 1.561 -3.715
30 H -0.387 1.287 -4.193
31 C -2.150 2.538 -4.294
32 H -1.845 3.005 -5.233
33 C -3.362 2.885 -3.690
34 H -4.006 3.628 -4.156
35 C -3.755 2.261 -2.501
36 H -4.712 2.516 -2.043
37 C -2.943 1.290 -1.909
38 H -3.242 0.793 -0.984
39 H -1.280 -1.922 -1.497
40 H -1.633 -3.569 -4.188
41 N -1.017 0.087 3.853
42 C -0.040 -0.810 4.393
43 C 0.218 -0.885 5.737
44 C 1.121 -1.862 6.209
45 C 1.741 -2.763 5.329
46 C 1.577 -2.638 3.914
47 C 2.169 -3.475 2.935
48 C 2.010 -3.197 1.583
49 C 1.223 -2.092 1.212
50 N 0.568 -1.341 2.115
51 C 0.713 -1.592 3.456
52 H -1.788 -0.379 3.368
53 H -1.409 0.727 4.532
54 H -0.325 -0.235 6.442
55 H 1.300 -1.943 7.284
56 H 2.343 -3.588 5.726
57 H 2.746 -4.344 3.235
58 H 2.453 -3.798 0.795
59 H 1.085 -1.804 0.160

Record 2
The following is a DFT calculation (ωB97M-V with the def2-TZVPD basis set) of one molecule with the formula C23H35N3O5S at a distorted geometry.

Calculated values
net charge = 0
SMILES string = Cc1ccc(S(=O)(=O)N2CCC(C(=O)N[C@H](C(=O)NC[C@@H]3CCCO3)C(C)C)CC2)cc1
Kohn-Sham gap = 9.883 eV
max |F| = 1.1 eV/Å
energy above the lowest of the compared OMol25 structures with the same formula, charge and spin = 0.0 kcal/mol
E_HOMO = -0.345 Eh

Atoms and positions in Å:
1 C -1.176 -4.718 0.963
2 C -1.976 -3.526 0.536
3 C -1.897 -3.048 -0.768
4 C -2.660 -1.965 -1.169
5 C -3.508 -1.359 -0.262
6 S -4.437 0.091 -0.758
7 O -5.596 0.213 0.073
8 O -4.601 0.068 -2.182
9 N -3.428 1.369 -0.402
10 C -2.229 1.428 -1.202
11 C -1.588 2.805 -1.055
12 C -1.274 3.082 0.417
13 C -0.229 2.161 1.056
14 O -0.222 1.929 2.249
15 N 0.683 1.624 0.218
16 C 1.833 0.900 0.702
17 C 3.055 1.419 -0.060
18 O 2.942 2.016 -1.115
19 N 4.232 1.160 0.531
20 C 5.510 1.473 -0.061
21 C 6.268 0.192 -0.444
22 C 5.599 -0.593 -1.579
23 C 5.876 -2.042 -1.190
24 C 5.820 -1.958 0.333
25 O 6.329 -0.683 0.681
26 C 1.688 -0.628 0.502
27 C 0.600 -1.183 1.416
28 C 1.391 -0.972 -0.956
29 C -2.578 2.980 1.217
30 C -3.204 1.604 1.007
31 C -3.599 -1.815 1.039
32 C -2.834 -2.898 1.434
33 H -1.791 -5.616 0.895
34 H -0.849 -4.617 1.996
35 H -0.307 -4.858 0.325
36 H -1.238 -3.530 -1.475
37 H -2.627 -1.593 -2.181
38 H -2.532 1.242 -2.234
39 H -1.515 0.648 -0.891
40 H -0.704 2.877 -1.690
41 H -2.304 3.555 -1.397
42 H -0.873 4.099 0.517
43 H 0.798 1.970 -0.725
44 H 1.934 1.108 1.774
45 H 4.267 0.622 1.383
46 H 6.105 2.043 0.657
47 H 5.326 2.078 -0.951
48 H 7.297 0.468 -0.713
49 H 6.006 -0.325 -2.551
50 H 4.527 -0.396 -1.581
51 H 5.148 -2.741 -1.594
52 H 6.874 -2.338 -1.513
53 H 6.429 -2.713 0.835
54 H 4.782 -2.054 0.687
55 H 2.646 -1.083 0.784
56 H -0.368 -0.765 1.154
57 H 0.803 -0.933 2.454
58 H 0.542 -2.264 1.318
59 H 0.391 -0.640 -1.227
60 H 2.102 -0.495 -1.626
61 H 1.442 -2.048 -1.104
62 H -2.368 3.114 2.278
63 H -3.274 3.751 0.887
64 H -4.178 1.538 1.493
65 H -2.539 0.836 1.433
66 H -4.282 -1.327 1.716
67 H -2.903 -3.262 2.448

Record 3
The following is a DFT calculation (ωB97M-V with the def2-TZVPD basis set) of C11H26AuN3O3SSe2 as an isolated structure.

Calculated values
net charge = 0
Kohn-Sham gap (spin up / spin down) = 7.183 / 5.230 eV
max |F| = 0.3 eV/Å
<S²> = 2.01
energy above the lowest of the compared OMol25 structures with the same formula, charge and spin = 9.6 kcal/mol
multiplicity = 3
E_HOMO (spin up / spin down) = -0.256 / -0.284 Eh

Atoms and positions in Å:
1 Au 0.200 -0.900 -0.779
2 C 3.360 -2.069 -1.280
3 N 2.774 -1.119 -0.335
4 C 3.442 0.167 -0.492
5 C 2.897 -1.634 1.034
6 C 2.068 -0.862 2.049
7 N 0.631 -1.033 1.868
8 C -0.118 0.040 2.498
9 C 0.157 -2.320 2.362
10 H 4.442 -2.173 -1.109
11 H 3.200 -1.719 -2.299
12 H 2.895 -3.042 -1.160
13 H 4.520 0.084 -0.291
14 H 3.023 0.914 0.182
15 H 3.310 0.525 -1.513
16 H 3.952 -1.606 1.349
17 H 2.588 -2.678 1.016
18 H 2.289 0.204 1.975
19 H 2.375 -1.173 3.060
20 H -0.011 0.032 3.594
21 H -1.176 -0.072 2.254
22 H 0.231 1.006 2.129
23 H 0.272 -2.388 3.456
24 H 0.704 -3.137 1.897
25 H -0.899 -2.429 2.110
26 O -3.167 4.138 -1.459
27 C -3.577 2.978 -0.732
28 C -2.595 1.831 -1.002
29 C -2.505 1.584 -2.515
30 O -1.658 2.509 -3.177
31 C -3.163 0.614 -0.260
32 Se -2.373 -1.151 -0.579
33 C -1.242 2.270 -0.413
34 Se 0.357 1.458 -1.154
35 H -3.802 4.845 -1.314
36 H -4.575 2.664 -1.054
37 H -3.612 3.195 0.342
38 H -3.516 1.598 -2.939
39 H -2.087 0.596 -2.699
40 H -2.011 3.392 -3.009
41 H -4.207 0.481 -0.554
42 H -3.157 0.829 0.810
43 H -1.223 2.057 0.657
44 H -1.100 3.337 -0.566
45 O 1.521 -4.562 0.157
46 S 0.488 -4.322 -0.865
47 N 0.080 -2.960 -1.247

Record 4
The following is a DFT calculation (ωB97M-V with the def2-TZVPD basis set) of one molecule with the formula C4H7NO2.

Calculated values
net charge = 0
Kohn-Sham gap = 8.623 eV
max |F| = 0.5 eV/Å
energy above the lowest of the compared OMol25 structures with the same formula, charge and spin = 94.3 kcal/mol
E_HOMO = -0.320 Eh

Atoms and positions in Å:
1 N 1.066 0.325 1.892
2 C 1.397 0.738 0.641
3 O 1.953 1.789 0.389
4 C 1.033 -0.256 -0.472
5 C -0.197 -1.023 -0.114
6 C -2.009 -0.233 -1.000
7 O -0.952 -1.173 -1.226
8 H 1.232 0.963 2.656
9 H 0.421 -0.449 1.997
10 H 1.844 -0.993 -0.543
11 H 0.966 0.285 -1.425
12 H -2.007 0.025 0.067
13 H -1.776 0.663 -1.584
14 H -2.969 -0.661 -1.277

Please write out number 1 again, unchanged.
The following is a DFT calculation (ωB97M-V with the def2-TZVPD basis set) of C27H28N2SiYb as an isolated structure at a distorted geometry.

Calculated values
net charge = +1
Kohn-Sham gap (spin up / spin down) = 5.267 / 6.778 eV
max |F| = 4.8 eV/Å
<S²> = 0.76
energy above the lowest of the compared OMol25 structures with the same formula, charge and spin = 0.0 kcal/mol
multiplicity = 2
E_HOMO (spin up / spin down) = -0.315 / -0.373 Eh

Atoms and positions in Å:
1 C 0.715 2.971 1.408
2 C -0.246 2.926 0.363
3 C -1.532 2.793 0.947
4 H -0.047 3.063 -0.708
5 C -1.378 2.749 2.360
6 C 0.022 2.867 2.652
7 H 0.459 2.999 3.649
8 H 1.789 3.158 1.294
9 H -2.488 2.804 0.405
10 H -2.195 2.766 3.091
11 Yb -0.292 0.852 1.505
12 C -1.824 -2.527 -3.849
13 H -2.559 -2.527 -3.045
14 H -2.173 -1.891 -4.670
15 H -0.859 -2.134 -3.483
16 Si -0.735 -0.608 -2.067
17 C 1.087 -0.222 -2.271
18 C 1.835 0.974 -2.145
19 H 1.398 1.841 -1.645
20 C 3.135 1.056 -2.674
21 H 3.695 1.995 -2.624
22 C 3.722 -0.055 -3.291
23 H 4.720 0.010 -3.724
24 C 3.030 -1.269 -3.345
25 H 3.477 -2.150 -3.810
26 C 1.740 -1.358 -2.819
27 H 1.203 -2.308 -2.841
28 C -1.743 0.884 -2.537
29 C -1.332 1.561 -3.715
30 H -0.387 1.287 -4.193
31 C -2.150 2.538 -4.294
32 H -1.845 3.005 -5.233
33 C -3.362 2.885 -3.690
34 H -4.006 3.628 -4.156
35 C -3.755 2.261 -2.501
36 H -4.712 2.516 -2.043
37 C -2.943 1.290 -1.909
38 H -3.242 0.793 -0.984
39 H -1.280 -1.922 -1.497
40 H -1.633 -3.569 -4.188
41 N -1.017 0.087 3.853
42 C -0.040 -0.810 4.393
43 C 0.218 -0.885 5.737
44 C 1.121 -1.862 6.209
45 C 1.741 -2.763 5.329
46 C 1.577 -2.638 3.914
47 C 2.169 -3.475 2.935
48 C 2.010 -3.197 1.583
49 C 1.223 -2.092 1.212
50 N 0.568 -1.341 2.115
51 C 0.713 -1.592 3.456
52 H -1.788 -0.379 3.368
53 H -1.409 0.727 4.532
54 H -0.325 -0.235 6.442
55 H 1.300 -1.943 7.284
56 H 2.343 -3.588 5.726
57 H 2.746 -4.344 3.235
58 H 2.453 -3.798 0.795
59 H 1.085 -1.804 0.160

> Number 1 is which compound?

C27H28N2SiYb